w | A gas-phase ion, C4H4NO (charge +1), computed with ωB97M-V with the def2-TZVPD basis set.

```
! wB97M-V def2-TZVPD RIJCOSX def2/J DEFGRID3
* xyz 1 1
C 0.6250 1.2803 -0.2758
C -0.5668 -1.0311 -0.1401
C 1.5099 0.2665 0.0923
C -0.6500 1.2498 0.0734
N 0.8445 -0.8175 0.1332
O -1.3393 0.1669 0.1160
H -0.8989 -1.4372 -1.1610
H -0.7704 -1.9400 0.6177
H 2.5722 0.1033 0.4715
H -1.3262 2.1592 0.0728
*
```

Values from the calculation:
E_LUMO (spin up / spin down) (eV): -7.3 / -8.2
Kohn-Sham gap (spin up / spin down) (eV): 8.16 / 7.50
E_HOMO (spin up / spin down) (eV): -15.43 / -15.69

Here are the Mulliken charges for atoms 1 to 4, given in e:
1. C -0.134
2. C -0.157
3. C 0.120
4. C 0.178

---

x | A gas-phase ion, C4H4NO (charge +1), computed with ωB97M-V with the def2-TZVPD basis set.

```
! wB97M-V def2-TZVPD RIJCOSX def2/J DEFGRID3
* xyz 1 1
C -0.1084 1.1773 -0.0630
C 1.2669 0.8298 -0.0186
C 0.5385 -1.3341 -0.0713
C -0.9557 -1.1023 -0.0017
N -1.0127 0.3049 0.0740
O 1.3941 -0.4969 0.0661
H -0.3822 2.2296 -0.0401
H 2.1203 1.4725 0.0991
H -1.4048 -1.5301 -0.9122
H -1.4560 -1.5507 0.8678
*
```

Values from the calculation:
E_LUMO (spin up / spin down) (eV): -7.0 / -7.3
Kohn-Sham gap (spin up / spin down) (eV): 7.75 / 7.25
E_HOMO (spin up / spin down) (eV): -14.72 / -14.57

Here are the Mulliken charges for atoms 1 to 4, given in e:
1. C -0.077
2. C -0.037
3. C 0.273
4. C -0.171

---

y | A molecular structure, C4H4NO, computed with ωB97M-V with the def2-TZVPD basis set.

```
! wB97M-V def2-TZVPD RIJCOSX def2/J DEFGRID3
* xyz 1 1
C -2.2190 -1.1427 0.2153
C -1.8353 0.8236 -0.1897
C -1.0854 -0.3811 0.0171
C 0.3771 -0.5214 -0.0234
N -3.4983 -0.5716 0.1671
O -3.1841 0.6963 -0.1329
H -1.5143 1.8262 -0.3518
H 0.6636 -0.9881 -0.8797
H 0.9329 -0.8800 0.8892
H 0.7221 0.4682 -0.1701
*
```

Values from the calculation:
E_LUMO (spin up / spin down) (eV): -9.8 / -9.7
Kohn-Sham gap (spin up / spin down) (eV): 6.60 / 6.65
E_HOMO (spin up / spin down) (eV): -16.36 / -16.38

Here are the Mulliken charges for atoms 1 to 4, given in e:
1. C 0.150
2. C -0.145
3. C 0.689
4. C -1.088

---

Taking the most stable structure as the zero point, the relative energies in kJ/mol are w 6.3; x 0.0; y 168.3.

---

w | A molecular structure, C4H5N2, computed with ωB97M-V with the def2-TZVPD basis set.

```
! wB97M-V def2-TZVPD RIJCOSX def2/J DEFGRID3
* xyz 1 3
C -1.9054 0.5114 -0.0132
C -1.3624 -0.8497 -0.1039
C -0.7996 1.1951 -0.0424
C 0.6821 -0.0147 0.4183
N -0.1101 -1.0607 0.0847
N 1.8125 0.1850 -0.2221
H -2.9570 0.7228 -0.0572
H -1.9936 -1.6773 -0.3988
H 0.6375 0.3498 1.4505
H 1.9946 -0.2740 -1.1059
H 2.4801 0.8711 0.0996
*
```

Values from the calculation:
E_LUMO (spin up / spin down) (eV): -5.1 / -8.5
Kohn-Sham gap (spin up / spin down) (eV): 9.08 / 7.01
⟨S²⟩: 2.036
E_HOMO (spin up / spin down) (eV): -14.19 / -15.54

Here are the Mulliken charges for atoms 1 to 4, given in e:
1. C -0.168
2. C -0.027
3. C -0.096
4. C 0.164

---

x | A gas-phase ion, C4H5N2 (charge +1), computed with ωB97M-V with the def2-TZVPD basis set.

```
! wB97M-V def2-TZVPD RIJCOSX def2/J DEFGRID3
* xyz 1 3
C 1.8344 0.7279 0.0059
C -0.2087 -0.4647 0.0224
C -0.8188 -1.5678 0.0387
C 0.3204 0.8730 0.1167
N 1.5636 -1.5305 0.0160
N 2.1313 -0.5395 0.0326
H 2.5550 1.4640 -0.0168
H -0.5457 -2.2338 0.9953
H -1.1096 -2.1227 -0.8334
H 0.0215 1.3122 1.1138
H -0.2064 1.5798 -0.5564
*
```

Values from the calculation:
E_LUMO (spin up / spin down) (eV): -6.0 / -7.6
Kohn-Sham gap (spin up / spin down) (eV): 6.81 / 8.18
⟨S²⟩: 2.027
E_HOMO (spin up / spin down) (eV): -12.80 / -15.76

Here are the Mulliken charges for atoms 1 to 4, given in e:
1. C -0.159
2. C 0.014
3. C -0.425
4. C -0.190

---

Taking the most stable structure as the zero point, the relative energies in kJ/mol are w 0.0; x 88.6.

---

w | 2 unconnected molecules or ions with the total composition C4H10NS, computed with ωB97M-V with the def2-TZVPD basis set.

```
! wB97M-V def2-TZVPD RIJCOSX def2/J DEFGRID3
* xyz 1 1
C -1.7780 -0.3071 0.0485
C -2.0802 -1.5240 0.8535
C 2.2749 1.1737 0.5832
C 1.1928 0.5214 -0.2062
N 1.3646 -0.1400 -1.2545
S -2.9775 0.7067 -0.4965
H -1.2338 -2.2051 0.4600
H -2.0007 -1.4068 2.0399
H -3.0353 -2.0148 0.6988
H 2.5161 0.5499 1.4052
H 1.9295 2.2739 0.7542
H 3.1045 1.1493 -0.0497
H 0.0747 0.7298 -0.0470
H 0.6717 -0.6982 -1.8257
H -2.2988 1.4526 -1.4690
H 2.2756 -0.2615 -1.4947
*
```

Values from the calculation:
E_LUMO (eV): -4.2
Kohn-Sham gap (eV): 7.81
E_HOMO (eV): -11.98

Here are the Mulliken charges for atoms 1 to 4, given in e:
1. C 0.022
2. C -0.966
3. C -0.974
4. C 0.431

---

x | A molecular structure, C4H10NS, computed with ωB97M-V with the def2-TZVPD basis set.

```
! wB97M-V def2-TZVPD RIJCOSX def2/J DEFGRID3
* xyz 1 1
C -1.0818 -0.9989 0.3154
C -1.4252 -0.6773 -1.1250
C -0.6115 0.2850 -0.2737
C 2.4940 -0.5613 0.5926
N -0.8383 1.7314 0.0747
S 1.6146 0.3486 -0.7231
H -1.7023 -1.0010 1.1498
H -0.2909 -1.7908 0.4431
H -0.8955 -1.2599 -1.8416
H -2.4729 -0.4162 -1.3452
H 3.4882 -0.5305 0.1939
H 2.1552 -1.5247 0.5683
H 2.1339 -0.0476 1.5198
H -0.6532 2.4138 -0.6644
H -0.1228 1.8810 0.7488
H -1.7913 2.1485 0.3664
*
```

Values from the calculation:
E_LUMO (eV): -4.0
Kohn-Sham gap (eV): 9.06
E_HOMO (eV): -13.02

Here are the Mulliken charges for atoms 1 to 4, given in e:
1. C -0.483
2. C -0.454
3. C -0.055
4. C -0.732

---

y | A gas-phase ion, C4H10NS (charge +1), computed with ωB97M-V with the def2-TZVPD basis set.

```
! wB97M-V def2-TZVPD RIJCOSX def2/J DEFGRID3
* xyz 1 1
C 1.6952 0.8615 -0.5302
N 0.3108 0.8590 -0.0119
C -0.0943 0.2523 1.2517
C -0.8088 -0.1698 -0.0585
C -0.4146 -1.6837 -0.4797
S -2.3577 0.4174 -0.6897
H 2.3929 0.4934 0.2505
H 1.7743 0.1880 -1.4266
H 2.0559 1.8374 -0.5356
H -0.0783 1.8745 -0.2003
H -0.6779 0.8162 1.9461
H 0.3977 -0.6235 1.6538
H -1.0331 -2.2870 0.1459
H 0.5648 -1.8683 -0.3400
H -0.9526 -1.7988 -1.4725
H -2.7742 0.8315 0.4970
*
```

Values from the calculation:
E_LUMO (eV): -3.2
Kohn-Sham gap (eV): 10.97
SMILES: C[N@@H+]1C[C@@]1(C)S
E_HOMO (eV): -14.22

Here are the Mulliken charges for atoms 1 to 4, given in e:
1. C -0.949
2. N 0.082
3. C -0.470
4. C 0.328

---

Taking the most stable structure as the zero point, the relative energies in kJ/mol are w 150.3; x 93.9; y 0.0.

---

w | 2 unconnected molecules or ions with the total composition C4H10NS, computed with ωB97M-V with the def2-TZVPD basis set.

```
! wB97M-V def2-TZVPD RIJCOSX def2/J DEFGRID3
* xyz 1 1
C -1.6862 -1.0220 0.4955
C -1.5894 0.1784 -0.5560
C -0.7503 -1.0009 -0.5964
C 1.3299 -0.1483 0.3668
N 1.2901 1.3888 0.0308
S 2.8454 -0.8169 -0.2501
H -1.4321 -0.7851 1.4898
H -2.5034 -1.7799 0.5782
H -2.3348 0.4667 -1.3622
H -1.1876 1.0595 -0.2009
H -0.2884 -1.6893 -1.3932
H 1.1624 -0.2281 1.4836
H 1.8477 1.9483 0.6727
H 1.8586 1.5122 -0.8040
H 0.2936 1.5616 0.0117
H 2.4188 -2.1564 -0.0409
*
```

Values from the calculation:
E_LUMO (spin up / spin down) (eV): -4.3 / -4.3
Kohn-Sham gap (spin up / spin down) (eV): 8.13 / 8.13
E_HOMO (spin up / spin down) (eV): -12.41 / -12.41

Here are the Mulliken charges for atoms 1 to 4, given in e:
1. C -0.347
2. C -0.601
3. C 0.069
4. C -0.372

---

x | A gas-phase ion, C4H10NS (charge +1), computed with ωB97M-V with the def2-TZVPD basis set.

```
! wB97M-V def2-TZVPD RIJCOSX def2/J DEFGRID3
* xyz 1 1
C -1.2081 -1.4681 -0.3961
N -0.6042 -0.6522 0.6651
C 0.5701 0.2071 0.0619
S 2.0601 -0.7849 -0.0982
C 0.1681 1.2093 -0.9710
C 0.5981 1.7265 0.4042
H -1.3607 -2.5180 -0.0179
H -1.9255 -0.9113 -0.8230
H -0.4554 -1.5519 -1.1995
H -0.1465 -1.1259 1.4931
H -1.3455 -0.1069 1.1640
H 2.0764 -1.0366 1.1755
H -0.8537 1.3016 -1.2890
H 0.9094 1.3394 -1.7982
H 1.5872 2.2705 0.5176
H -0.0700 2.1014 1.1115
*
```

Values from the calculation:
E_LUMO (eV): -3.5
Kohn-Sham gap (eV): 10.41
SMILES: C[NH2+]C1(S)CC1
E_HOMO (eV): -13.89

Here are the Mulliken charges for atoms 1 to 4, given in e:
1. C -0.822
2. N -0.127
3. C -0.003
4. S -0.056

---

Taking the most stable structure as the zero point, the relative energies in kJ/mol are w 323.8; x 0.0.

---

w | 2 unconnected molecules or ions with the total composition C2H9N5, computed with ωB97M-V with the def2-TZVPD basis set.

```
! wB97M-V def2-TZVPD RIJCOSX def2/J DEFGRID3
* xyz 0 1
N -0.3239 -0.5935 -0.2659
N 0.5752 -1.2093 -1.2410
N -0.7238 -1.5647 0.6931
N -1.3570 0.0960 -0.7311
N -0.9184 1.0819 -1.5723
H 0.1686 -2.1138 -1.4707
H 1.4642 -1.3523 -0.7756
H -0.2744 -1.3230 1.5736
H -1.7247 -1.4251 0.8222
H -0.3013 0.6599 -2.2780
C 0.9070 0.8399 0.4436
C 0.3902 1.3747 1.5322
H 0.9796 1.8869 2.2864
H 1.9656 0.7827 0.2085
H -0.1452 1.5507 -0.9404
H -0.6817 1.3089 1.7156
*
```

Values from the calculation:
E_LUMO (spin up / spin down) (eV): 0.5 / 0.5
Kohn-Sham gap (spin up / spin down) (eV): 8.43 / 8.42
E_HOMO (spin up / spin down) (eV): -7.91 / -7.90

Here are the Mulliken charges for atoms 1 to 4, given in e:
1. N 0.888
2. N -0.661
3. N -0.806
4. N -0.544

---

x | A single C2H9N5 molecule, computed with ωB97M-V with the def2-TZVPD basis set.

```
! wB97M-V def2-TZVPD RIJCOSX def2/J DEFGRID3
* xyz 0 1
N 2.6261 -0.6753 -0.0766
N 1.3245 -0.8332 0.3155
C 0.5011 0.1418 0.0035
N 0.8545 1.4557 -0.1988
C -0.9362 -0.2347 0.4163
N -1.7807 0.9387 0.4220
N -1.5033 -1.1376 -0.5456
H 2.8812 -1.3014 -0.8413
H 2.8921 0.2499 -0.4147
H 1.7125 1.7098 0.2778
H 0.0839 2.0730 0.0556
H -0.5692 -0.8167 1.3752
H -2.6253 0.7158 0.9411
H -2.0899 1.0494 -0.5447
H -0.8859 -1.9451 -0.6344
H -2.4853 -1.3902 -0.5507
*
```

Values from the calculation:
E_LUMO (eV): 0.9
Kohn-Sham gap (eV): 8.84
SMILES: N/N=C(\N)C(N)N
E_HOMO (eV): -7.95

Here are the Mulliken charges for atoms 1 to 4, given in e:
1. N -0.580
2. N -0.351
3. C 0.024
4. N -0.623

---

Taking the most stable structure as the zero point, the relative energies in kJ/mol are w 517.6; x 0.0.